This record from the Open Molecules 2025 dataset describes C24H17Cl2F5N6O3PdS as an isolated structure at a distorted geometry. The level of theory is ωB97M-V/def2-TZVPD.

Results
Charge: +2
Multiplicity: 5
Frontier orbital gap (alpha / beta), Ha: 0.289 / 0.146
HOMO (alpha / beta), eV: -13.2 / -13.2
E, eV: -93175.133

Geometry (Å):
Cl -0.39075 -3.76299 0.06351
S 1.86915 0.31511 -0.72249
O -1.84265 -1.19959 1.21151
C -5.21745 -3.55599 1.00581
F -4.97705 -3.57979 -1.35369
O 1.10305 0.77501 -1.84459
H 0.28365 -5.03809 -1.81749
N 6.77335 3.55761 -0.23329
Cl 0.24895 -2.75009 -2.49819
H 0.95665 -3.23949 2.61601
C -2.42335 2.14761 -2.46919
H 4.39675 4.47661 -0.90419
C 3.34205 1.29361 -0.54739
C -3.09535 3.91681 -1.04989
H 2.35555 3.10731 -1.11529
C 1.15685 -2.17759 2.72431
C -1.60385 0.21361 -3.09099
F -5.33565 -3.53399 3.35811
C 1.88515 -0.28499 3.90371
C -3.01585 3.39541 -2.33309
C -2.02275 1.97521 -0.06069
C 4.43025 3.41821 -0.70049
H 2.24595 0.23971 4.77931
C -4.71045 -3.16299 2.25471
H -1.30705 -0.60439 -3.72369
H -3.41205 3.92751 -3.18269
C 1.63245 -1.65169 3.91771
C 5.65565 2.82601 -0.30849
H 7.65475 3.14381 0.02801
F -3.05875 -2.05479 3.51411
H 1.79855 -2.25879 4.79001
N 0.99455 0.63351 0.61941
Pd -0.27405 -1.04739 -0.37969
C -2.61095 3.22281 0.06111
C -2.85925 -1.95169 1.16121
H -1.63045 1.42621 0.78961
N 0.96005 -1.42189 1.66431
C -0.37905 -4.18849 -1.65719
N -2.18435 1.33121 -3.54999
N 1.71605 0.44701 2.82851
C 4.52705 0.69161 -0.13909
C -3.56305 -2.39019 2.33211
H -2.40435 1.53921 -4.51419
H -1.39715 -4.38879 -1.99319
C 3.29055 2.65901 -0.81909
C -3.38295 -2.43939 -0.07139
C -1.94605 1.43621 -1.34539
F -2.64795 -2.13829 -1.18109
H -3.55775 4.88091 -0.90549
C -4.53005 -3.19379 -0.16749
N -1.45955 0.23201 -1.78289
O 2.16565 -1.10729 -0.72979
C 1.23985 -0.09919 1.71881
H 6.76745 4.54161 -0.45509
H -2.70605 3.67721 1.03511
F -6.31625 -4.27729 0.92531
C 5.67435 1.44051 -0.01849
H 4.53975 -0.36619 0.07141
H 6.59825 0.97721 0.29171